Entry 1:
DFT (the ωB97M-V functional and the def2-TZVPD basis) results for C41H94F6LiN7O12S2 as an isolated structure in a non-equilibrium geometry.

```
163
Properties=species:S:1:pos:R:3
Li -1.8783 0.3663 -1.4111
C -4.2724 0.1984 1.2990
F -5.0222 0.4181 2.5097
F -4.6505 -0.9920 0.7178
F -4.5133 1.2212 0.3532
S -2.3492 0.2022 1.7262
O -2.2266 0.7612 3.0699
O -2.0963 -1.2224 1.6893
N -1.5196 0.9302 0.3878
S -0.3063 1.5049 1.2353
O -0.5495 2.8026 1.9328
O 0.3527 0.5332 2.1005
C 1.0278 1.8513 -0.1976
F 0.9229 3.1506 -0.6335
F 2.2439 1.6391 0.2794
F 0.8687 0.9401 -1.2717
C -3.0811 6.0174 -0.3058
C -2.8646 4.6155 0.1379
C -3.2151 4.3482 1.6877
O -4.5851 4.1705 1.6772
C -5.1763 3.7609 2.8970
N -3.5360 3.6598 -0.7061
H -2.6330 6.8445 0.2449
H -4.1274 6.3071 -0.4029
H -2.5032 6.0879 -1.2273
H -1.8073 4.4092 -0.0285
H -2.8589 5.0915 2.4010
H -2.7697 3.4127 2.0261
H -4.5248 3.1262 3.4975
H -6.0703 3.2120 2.6009
H -5.4514 4.6934 3.3898
H -3.1574 2.7348 -0.5602
H -4.4566 3.5249 -0.3132
C -4.4310 -3.1409 -2.3513
C -3.2658 -2.3107 -1.8775
C -1.9847 -2.5343 -2.6381
O -0.9055 -2.0403 -1.8718
C -0.5765 -2.8129 -0.6959
N -3.5882 -0.8794 -1.9773
H -4.7465 -2.8877 -3.3634
H -5.2691 -3.0616 -1.6588
H -3.9730 -4.1278 -2.2843
H -3.1800 -2.6950 -0.8611
H -1.8735 -2.0011 -3.5822
H -1.8569 -3.6117 -2.7435
H -1.4038 -3.2807 -0.1622
H 0.1315 -2.3996 0.0224
H -0.1458 -3.7409 -1.0720
H -4.5830 -1.0221 -1.8769
H -3.4838 -0.7035 -2.9664
C 1.5892 5.5684 -2.6880
C 0.7650 6.5711 -1.7911
C 1.0193 6.5728 -0.2912
O 0.1732 7.4844 0.4319
C 0.3190 7.4353 1.8337
N 1.2239 7.8386 -2.2617
H 1.2807 4.5237 -2.6497
H 2.6014 5.5691 -2.2834
H 1.6043 5.7900 -3.7551
H -0.2475 6.2765 -2.0669
H 2.0700 6.7548 -0.0654
H 0.6474 5.6338 0.1187
H -0.3765 8.0056 2.4494
H 1.2934 7.6376 2.2784
H 0.2127 6.3897 2.1227
H 2.2258 7.8654 -2.1374
H 0.8403 8.5287 -1.6319
O 0.6658 -1.6944 3.8851
H 0.0015 -1.0782 3.5765
H 1.2453 -1.8189 3.1335
O -1.5856 1.3291 -3.2431
H -0.7345 1.4528 -3.6634
H -2.1051 2.0811 -3.5272
C 1.3647 1.5705 -7.6003
C 2.6749 0.7925 -7.0870
C 3.5309 1.8704 -6.2348
C 3.0531 1.9827 -4.7531
C 2.8930 0.6463 -4.0444
C 1.9757 -0.3356 -4.8878
N 2.3931 -0.4407 -6.3234
O 1.6121 -1.3092 -7.0603
C 2.1811 -1.8116 -4.3110
C 0.5332 0.1142 -4.6661
C 3.6917 0.4227 -8.2758
H 1.2619 1.3822 -8.6690
H 1.2804 2.6212 -7.3227
H 0.4652 1.1128 -7.1887
H 4.5344 1.4560 -6.1382
H 3.6021 2.8300 -6.7468
H 2.0605 2.4328 -4.7366
H 3.6395 2.6319 -4.1030
H 2.3309 0.8322 -3.1292
H 3.7987 0.1606 -3.6811
H 1.4792 -2.4720 -4.8203
H 3.2342 -2.0813 -4.3910
H 1.9262 -1.7625 -3.2524
H 0.4258 0.0326 -3.5844
H 0.5298 1.1619 -4.9666
H -0.2025 -0.5064 -5.1778
H 3.9632 1.2965 -8.8682
H 3.2798 -0.4097 -8.8464
H 4.6284 0.0419 -7.8688
H 2.2708 -1.9955 -7.1899
C -6.2198 -5.6650 4.2266
C -5.6553 -4.8048 3.0625
C -4.5649 -3.6919 3.5566
C -3.1270 -4.2673 3.7180
C -2.7355 -4.9766 2.3457
C -3.6738 -6.1706 1.9847
N -5.0637 -5.6903 1.9704
O -5.9393 -6.5967 1.5425
C -3.2098 -6.5550 0.5491
C -3.3902 -7.4195 2.7990
C -6.9007 -4.1020 2.3615
H -5.6670 -6.5757 4.4568
H -7.2299 -5.9877 3.9744
H -6.2429 -5.1959 5.2102
H -4.4858 -2.8194 2.9081
H -4.9654 -3.3395 4.5071
H -3.0893 -4.9356 4.5782
H -2.3919 -3.4700 3.8276
H -1.6982 -5.2536 2.5338
H -2.8088 -4.1671 1.6195
H -2.1294 -6.6885 0.4949
H -3.6665 -7.5055 0.2731
H -3.6531 -5.8121 -0.1139
H -3.6754 -8.4562 2.6199
H -2.3155 -7.5733 2.8964
H -3.8262 -7.4569 3.7973
H -7.7055 -4.7713 2.0575
H -6.6432 -3.3952 1.5727
H -7.4658 -3.6167 3.1572
H -6.1092 -6.2210 0.6755
C 6.3518 1.8499 3.7865
C 5.4346 0.7122 3.2508
C 5.9073 0.1770 1.8531
C 7.1958 -0.6429 1.9540
C 7.0207 -1.8678 2.9466
C 6.4602 -1.4442 4.2528
N 5.4207 -0.3756 4.1689
O 4.8753 -0.0448 5.3987
C 5.9243 -2.7440 4.9209
C 7.6197 -0.8393 5.1719
C 3.8903 1.2208 3.0854
H 6.4505 1.8549 4.8720
H 6.0855 2.8700 3.5097
H 7.3656 1.7639 3.3955
H 5.1525 -0.4245 1.3466
H 6.0956 1.0711 1.2587
H 8.0889 -0.0334 2.0915
H 7.2482 -0.9725 0.9164
H 7.9896 -2.3384 3.1140
H 6.3549 -2.5154 2.3760
H 6.7228 -3.4803 4.8301
H 5.8305 -2.5884 5.9956
H 4.9499 -3.1451 4.6422
H 8.3030 -1.6361 5.4657
H 8.2510 -0.0338 4.7967
H 7.0533 -0.4758 6.0293
H 3.2118 0.3967 2.8647
H 3.8503 1.9790 2.3034
H 3.5251 1.6970 3.9953
H 4.4005 -0.8650 5.5517
```

LUMO level (alpha / beta) = -2.292 / -6.280 eV
Gap between HOMO and LUMO (alpha / beta) = 7.041 / 3.054 eV
E_tot = -117205.59830 eV
Spin multiplicity = 2
Net charge = +1



Entry 2:
DFT (the ωB97M-V functional and the def2-TZVPD basis) results for a 2-piece molecular cluster, C2H9N5 overall.

```
16
Properties=species:S:1:pos:R:3
H -1.6115 2.9178 -0.9319
N -1.0430 2.0861 -0.8329
C -0.0403 2.1501 -1.6149
N 0.8819 1.1627 -1.6799
H 0.1641 3.0046 -2.2610
H 0.6438 0.2908 -1.2217
H 1.5905 1.1523 -2.3868
N -0.7411 -0.9872 -0.1038
C -0.0974 -1.3947 0.9167
N 0.4235 -0.6019 1.9100
N 0.2193 -2.7466 1.0668
H -1.0022 -0.0042 -0.0025
H 0.1097 0.3577 1.9670
H 0.7582 -0.9906 2.7727
H 0.0670 -3.1106 1.9961
H -0.3224 -3.2865 0.4061
```

LUMO level = 0.981 eV
Gap between HOMO and LUMO = 9.790 eV
E_tot = -9670.89552 eV
Energy relative to the best compared isomer or geometry (same formula, charge and spin) = 0.0 kJ/mol
SMILES string = [H]/N=C/N.N=C(N)N



Entry 3:
DFT (the ωB97M-V functional and the def2-TZVPD basis) results for an isolated ion of composition C10H17N4 and charge +1 in a non-equilibrium geometry.

```
31
Properties=species:S:1:pos:R:3
C 1.9880 -2.2153 -1.5664
C 1.6165 -2.6316 -0.2964
C 1.7220 -0.9786 -2.0417
C 0.2798 -1.0869 1.1750
C 1.1090 0.2030 -1.6784
C -0.1975 0.3244 -0.6917
C -2.3356 0.0028 -1.9391
C -0.7903 1.0132 3.1352
C -1.3609 -0.6911 -0.8991
C -0.8763 1.1521 1.6068
N 1.5775 1.3063 -2.1468
N 1.4406 -1.5102 0.6097
N 1.3832 1.1577 0.8809
N 0.2402 0.3906 0.8562
H 2.4069 -3.0682 -2.1236
H 1.2915 -3.6035 -0.0526
H -0.3650 1.3957 -0.8644
H -2.6127 0.9391 -1.4722
H -3.1784 -0.5497 -2.0234
H -1.8271 0.1878 -2.8596
H -1.0448 0.0731 3.5093
H 0.1843 1.2435 3.4206
H -1.3908 1.8206 3.6093
H -0.7838 -1.5558 -1.2865
H -1.8596 -1.0038 -0.0927
H -0.7448 2.1880 1.3379
H -1.8556 0.8081 1.3428
H 1.1758 2.1942 -1.7409
H 2.0781 -0.7754 0.4098
H 1.2333 1.7643 0.0657
H 1.4966 1.5055 1.8165
```

LUMO level (alpha / beta) = -4.775 / -5.184 eV
Gap between HOMO and LUMO (alpha / beta) = 6.992 / 7.610 eV
E_tot = -16590.04627 eV
Net charge = +1
Energy relative to the best compared isomer or geometry (same formula, charge and spin) = 790.1 kJ/mol



Entry 4:
DFT (the ωB97M-V functional and the def2-TZVPD basis) results for a 2-piece molecular cluster, C2H4F3NS overall in a non-equilibrium geometry.

```
11
Properties=species:S:1:pos:R:3
C -1.3696 -0.0541 0.1463
C 1.9240 -0.1194 0.8701
N -1.5449 -0.8178 -0.8665
F 3.0934 -0.4009 1.3773
F 2.0470 0.8403 0.0124
F 1.6009 -1.2005 0.1313
S -1.7430 1.5837 0.2363
H 1.0223 0.0178 1.7265
H -1.1603 -1.7109 -0.9283
H -1.7475 -0.3797 -1.7811
H -2.1223 2.2415 -0.9245
```

LUMO level = 0.790 eV
Gap between HOMO and LUMO = 9.548 eV
E_tot = -22614.60579 eV
Energy relative to the best compared isomer or geometry (same formula, charge and spin) = 157.7 kJ/mol